[1]
26
Properties=species:S:1:pos:R:3:forces:R:3 method="wB97M-V/def2-TZVPD" total_energy_ha=-962.75050 lumo_ev="-5.51 / -5.51" de_lowest_ev=0.000 total_charge=+1 fmax_ev_per_a=6.720 orbital_gap_ev="5.24 / 5.25" spin_multiplicity=1
C -1.118 3.317 -0.274 -1.440 -0.022 1.383
C -0.043 3.998 -0.582 1.392 1.521 -0.980
C 0.060 1.523 -0.958 0.156 0.551 -0.551
C 1.603 -1.658 1.546 0.413 1.688 -1.314
C 0.156 -2.966 0.138 -1.780 0.527 0.103
C -0.462 -0.734 0.749 5.179 1.778 1.408
N -1.121 1.961 -0.476 0.067 0.624 0.069
N -2.543 -0.114 0.137 -0.381 -2.182 0.898
N -1.686 -0.979 0.427 -6.658 -0.279 -0.863
N 1.427 -0.220 -1.507 2.166 0.787 0.031
N 0.200 0.260 -1.158 -0.681 -0.945 -0.053
N 0.373 -1.742 0.777 0.663 1.754 1.443
S 1.144 2.901 -1.244 0.234 -0.755 -0.132
H -1.862 3.731 0.357 -1.077 0.358 -0.049
H 0.125 5.108 -0.565 -0.160 -1.561 0.204
H 2.432 -2.111 1.020 0.069 0.076 -0.405
H 1.799 -0.595 1.687 0.353 -0.154 0.151
H 1.543 -2.141 2.467 -0.525 -0.873 1.653
H 0.851 -3.064 -0.621 1.164 -0.767 -1.668
H 0.183 -3.673 0.884 0.913 -2.218 1.525
H -0.862 -3.027 -0.141 -0.927 0.069 -1.157
H -0.267 0.136 1.459 -0.103 -1.056 -1.172
H -3.507 -0.547 0.275 1.301 0.351 -0.660
H 1.493 -1.079 -2.016 -1.033 -0.425 -0.267
H 1.993 0.446 -2.043 -0.141 -0.053 0.414
H -1.915 1.270 -0.336 0.836 1.205 -0.008

---

[2]
30
Properties=species:S:1:pos:R:3:forces:R:3 method="wB97M-V/def2-TZVPD" total_energy_ha=-1852.96369 lumo_ev="2.86 / 2.83" de_lowest_ev=1.192 total_charge=-1 fmax_ev_per_a=5.179 s_squared=6.02 orbital_gap_ev="4.82 / 7.16" spin_multiplicity=5
Rh -0.518 -0.002 0.324 1.400 -4.581 1.350
Cl 1.207 0.069 1.861 1.737 -0.489 1.437
Cl -2.169 -0.773 -1.161 -1.732 -1.086 -1.877
C -1.861 1.021 1.150 -3.032 4.054 1.094
H -2.720 1.359 0.473 0.737 -0.650 1.090
H -1.549 1.903 1.808 -0.348 -1.225 -0.358
C 0.567 0.584 -1.648 0.958 -0.394 -1.932
C -0.028 1.484 -0.828 -0.978 4.934 0.451
H -0.066 0.134 -2.421 0.451 -0.043 0.328
C 0.795 2.477 0.049 -0.149 0.655 -0.219
H -1.130 1.806 -0.888 1.961 -0.207 -1.028
C 2.198 2.696 -0.537 -0.282 -0.175 -0.312
H 0.222 3.407 0.013 0.144 0.220 0.004
H 0.866 2.217 1.132 -0.104 0.057 -1.157
C 2.872 1.345 -0.806 0.124 -0.124 0.364
H 2.094 3.238 -1.487 0.043 0.038 0.030
H 2.818 3.322 0.126 -0.168 -0.268 -0.136
C 2.087 0.412 -1.747 -0.432 -0.270 0.138
H 3.877 1.499 -1.212 -0.011 -0.029 0.044
H 2.966 0.841 0.161 0.116 0.073 -0.157
H 2.444 0.544 -2.795 -0.471 0.021 0.423
H 2.313 -0.643 -1.487 0.075 0.475 -0.166
N -2.574 -3.533 0.136 -1.824 -0.906 -0.240
C -1.813 -3.367 1.200 2.188 0.263 0.419
N -2.063 -4.119 2.312 -1.650 -0.543 -1.027
S -0.361 -2.416 1.141 -1.200 -1.509 0.950
H -3.384 -4.194 0.188 1.034 1.200 -0.162
H -2.554 -2.777 -0.577 0.086 -0.253 0.236
H -1.558 -3.940 3.149 0.343 0.237 0.256
H -2.978 -4.595 2.375 0.984 0.524 0.156

---

[3]
9
Properties=species:S:1:pos:R:3:forces:R:3 method="wB97M-V/def2-TZVPD" total_energy_ha=-1342.73302 lumo_ev=0.55 de_lowest_ev=0.268 fmax_ev_per_a=1.871 orbital_gap_ev=11.85 spin_multiplicity=1 smiles=N#CC[SiH](Cl)Cl
N 2.748 -0.535 -0.161 0.343 0.025 -0.309
C 1.674 -0.170 -0.329 -0.038 0.228 1.048
C 0.259 0.138 -0.312 0.641 -1.473 -0.621
Si -0.745 -0.903 0.857 0.013 0.450 1.816
Cl -0.461 -2.911 0.832 0.300 0.063 0.000
Cl -2.594 -0.561 0.144 -0.945 0.144 -0.134
H -0.078 -0.070 -1.316 -0.574 0.103 -0.359
H -0.028 1.119 -0.028 0.196 1.213 0.070
H -0.672 -0.319 2.320 0.064 -0.753 -1.512